Below is a structure of composition C53H51BClLaN11O3S at a distorted geometry, with properties calculated with wB97M-V/def2-TZVPD.

Geometry as XYZ:
```
122
Properties=species:S:1:pos:R:3:mulliken_charge:R:1
La -0.36 0.50 -0.09 1.684
C 4.84 3.05 0.47 -1.452
C 3.81 2.06 0.91 0.374
C 3.57 1.59 2.18 -0.992
C 2.49 0.72 2.05 -0.920
N 2.09 0.67 0.78 1.465
N 2.90 1.50 0.08 -0.186
B 2.82 1.60 -1.45 -1.387
N 1.74 2.63 -1.87 0.044
N 0.42 2.51 -1.57 1.231
C -0.18 3.62 -2.03 -0.636
C 0.78 4.45 -2.64 -1.170
C 1.98 3.79 -2.52 1.009
C 3.31 4.25 -3.00 -1.476
C -1.60 3.98 -1.99 0.310
C -2.19 4.46 -3.17 -0.569
C -3.52 4.81 -3.20 -0.893
C -4.30 4.72 -2.05 -0.404
C -3.71 4.30 -0.87 -0.475
C -2.38 3.93 -0.83 0.178
N 2.55 0.19 -2.02 0.404
N 1.62 -0.65 -1.52 1.304
C 1.85 -1.86 -2.05 -1.420
C 2.94 -1.78 -2.93 -1.102
C 3.36 -0.47 -2.88 0.324
C 4.49 0.15 -3.63 -1.477
C 1.09 -3.06 -1.71 1.257
C 0.29 -3.14 -0.56 1.522
C -0.48 -4.26 -0.30 -0.547
C -0.44 -5.34 -1.16 -0.802
C 0.39 -5.31 -2.27 -0.910
C 1.15 -4.18 -2.54 -0.755
C 1.84 -0.11 3.13 2.813
C 2.59 -0.12 4.42 -1.113
C 1.98 0.23 5.58 -0.522
C 0.60 0.56 5.67 -1.255
C -0.22 0.35 4.57 -0.516
C 0.35 0.06 3.36 -0.294
H 5.48 3.30 1.31 0.459
H 5.45 2.66 -0.34 0.218
H 4.36 3.97 0.11 0.146
H 4.11 1.83 3.08 0.652
H 3.87 1.98 -1.88 -0.192
H 0.61 5.41 -3.10 0.589
H 3.19 5.21 -3.50 0.394
H 4.02 4.37 -2.17 0.195
H 3.75 3.54 -3.71 0.184
H -1.59 4.52 -4.07 0.425
H -3.97 5.16 -4.13 0.373
H -5.35 4.99 -2.09 0.412
H -4.30 4.26 0.04 0.465
H -1.93 3.63 0.10 0.434
H 3.39 -2.58 -3.50 0.599
H 4.87 -0.56 -4.36 0.468
H 4.18 1.06 -4.14 0.199
H 5.30 0.41 -2.94 0.220
H 0.28 -2.31 0.13 -0.424
H -1.10 -4.28 0.59 0.601
H -1.04 -6.22 -0.96 0.409
H 0.45 -6.16 -2.93 0.362
H 1.79 -4.16 -3.41 0.248
H 3.63 -0.43 4.40 0.538
H 2.56 0.24 6.49 0.383
H 0.19 0.90 6.61 0.388
H -1.30 0.43 4.66 0.422
H -0.89 -1.33 2.43 -1.380
O 1.28 -2.58 3.00 -0.782
C 1.17 -1.41 2.69 -0.695
N -0.08 -0.75 2.21 1.781
O 3.35 -2.45 0.72 -0.693
H 2.87 -2.78 1.50 0.438
H 2.88 -1.65 0.47 0.080
Cl -0.48 2.45 1.70 -0.788
N -7.32 1.29 -3.85 -0.674
C -6.33 1.17 -3.27 -0.355
C -5.10 1.02 -2.57 0.002
C -3.89 1.30 -3.20 -0.868
C -2.71 1.16 -2.50 -0.010
C -2.62 0.75 -1.16 0.285
C -3.87 0.45 -0.58 0.293
C -5.08 0.58 -1.24 -0.320
H -3.90 1.62 -4.24 0.505
H -1.79 1.43 -3.03 0.516
H -3.90 0.11 0.45 -0.385
H -6.01 0.36 -0.74 0.490
O -1.29 -1.52 -2.19 -0.719
S -2.06 -1.51 -3.46 0.339
C -0.97 -0.71 -4.72 -0.196
C -0.83 -1.66 -5.89 -0.948
C -0.70 -3.05 -5.27 -0.100
C -1.82 -3.17 -4.25 -0.586
H -0.02 -0.55 -4.20 -0.166
H -1.41 0.25 -4.99 0.543
H 0.04 -1.41 -6.50 0.392
H -1.72 -1.61 -6.53 0.344
H 0.26 -3.13 -4.76 -0.113
H -0.76 -3.84 -6.03 0.451
H -1.61 -3.87 -3.45 0.129
H -2.77 -3.41 -4.73 0.467
C -2.88 -2.04 4.13 -0.268
C -2.13 -2.89 3.32 -0.707
N -2.57 -3.32 2.14 -0.380
C -3.75 -2.88 1.71 -0.516
C -4.55 -1.98 2.41 0.423
C -4.10 -1.59 3.68 -0.245
C -5.82 -1.55 1.83 -0.465
C -6.37 -0.32 1.83 -0.851
C -5.79 0.94 2.28 0.961
C -6.54 2.12 2.23 -0.926
C -5.93 3.28 2.66 -0.383
N -4.68 3.31 3.10 -0.579
C -4.03 2.15 3.07 -0.288
N -4.52 0.99 2.70 0.152
H -2.50 -1.75 5.11 0.466
H -1.17 -3.28 3.64 0.630
H -4.06 -3.26 0.74 0.372
H -4.71 -0.95 4.30 0.495
H -6.36 -2.32 1.29 0.418
H -7.35 -0.21 1.37 0.351
H -7.56 2.11 1.87 0.436
H -6.46 4.23 2.67 0.399
H -2.99 2.16 3.38 0.414
```

energy above the lowest of the compared OMol25 structures with the same formula, charge and spin: 425.8 kJ/mol
calculated total energy: -3793.29774 Ha
net charge: -1
2S+1: 1

***

Below is a structure of composition C53H51Cl4N4Si4TeTi at a distorted geometry, with properties calculated with wB97M-V/def2-TZVPD.

Geometry as XYZ:
```
118
Properties=species:S:1:pos:R:3:lowdin_spin:R:1
Ti 0.44 -0.41 1.17 0.792
Cl -7.19 4.51 3.94 0.000
C -5.82 3.51 3.55 0.000
C -4.87 3.28 4.49 0.000
C -3.75 2.57 4.08 0.001
C -3.60 2.06 2.78 0.001
C -4.69 2.19 1.89 0.000
C -5.82 2.96 2.27 0.000
C -2.35 1.37 2.32 0.019
C -1.26 2.13 2.00 0.013
C -1.16 3.59 2.08 0.007
C 0.09 3.91 1.67 0.008
C 0.78 2.68 1.40 0.012
C 2.09 2.62 1.05 0.021
C 2.84 3.88 0.74 0.001
C 3.23 4.14 -0.59 0.001
C 3.99 5.25 -0.95 0.000
C 4.38 6.14 0.05 0.000
Cl 5.34 7.53 -0.39 0.000
C 4.05 5.89 1.38 0.000
C 3.25 4.81 1.72 0.001
C 2.85 1.46 0.98 0.008
N 2.40 0.17 1.28 -0.005
C 3.53 -0.64 1.27 0.014
C 3.54 -2.03 1.42 -0.008
C 4.89 -2.74 1.54 -0.001
C 5.20 -3.49 2.70 -0.001
C 6.35 -4.23 2.77 0.000
C 7.30 -4.27 1.73 -0.001
Cl 8.66 -5.32 1.93 0.000
C 7.07 -3.52 0.60 0.000
C 5.87 -2.79 0.55 -0.001
C 2.43 -2.80 1.65 0.015
C 2.39 -4.19 2.00 0.018
C 1.10 -4.56 2.14 0.014
C 0.29 -3.38 1.96 0.021
N 1.13 -2.33 1.61 -0.021
C -1.05 -3.33 2.25 -0.009
C -1.82 -2.15 2.30 0.021
C -3.18 -2.12 2.68 0.005
C -3.45 -0.77 2.81 0.018
C -2.35 -0.03 2.46 0.010
N -1.31 -0.86 2.18 -0.006
C -1.70 -4.67 2.52 -0.002
C -2.22 -5.42 1.45 -0.001
C -2.82 -6.68 1.62 0.000
C -2.93 -7.15 2.90 0.000
Cl -3.66 -8.71 3.27 0.000
C -2.54 -6.41 4.01 0.000
C -1.87 -5.21 3.80 -0.001
C 4.63 0.13 0.97 0.005
C 4.21 1.42 0.80 0.012
N -0.07 1.56 1.60 0.008
H -4.90 3.73 5.46 0.000
H -2.92 2.50 4.78 0.000
H -4.76 1.68 0.94 0.000
H -6.61 3.25 1.57 0.000
H -1.97 4.26 2.40 0.000
H 0.49 4.88 1.71 0.001
H 2.93 3.46 -1.43 0.000
H 4.16 5.48 -1.96 0.000
H 4.46 6.50 2.15 0.000
H 3.03 4.63 2.76 0.000
H 4.53 -3.41 3.56 0.000
H 6.68 -4.73 3.68 0.000
H 7.82 -3.40 -0.17 0.000
H 5.70 -2.27 -0.38 0.000
H 3.29 -4.79 2.09 0.001
H 0.68 -5.48 2.44 0.000
H -3.84 -2.96 2.86 0.000
H -4.33 -0.35 3.24 0.001
H -2.13 -5.02 0.48 0.000
H -3.12 -7.25 0.75 0.000
H -2.69 -6.82 4.99 0.000
H -1.44 -4.62 4.61 0.000
H 5.64 -0.23 0.92 0.000
H 4.79 2.28 0.50 0.000
C -3.78 -0.21 -1.20 0.000
Si -3.11 1.19 -2.24 0.001
C -3.11 2.87 -1.37 0.000
C -4.06 1.24 -3.89 0.001
Si -0.89 0.50 -2.99 0.013
Te 0.28 -1.14 -1.39 -0.008
Si 0.69 2.29 -3.55 0.002
C 0.53 2.68 -5.42 0.001
C 2.48 1.76 -3.29 0.000
C 0.34 3.83 -2.54 0.000
Si -1.10 -1.19 -4.65 0.000
C -2.26 -2.55 -4.05 0.000
C 0.60 -1.96 -4.91 -0.001
C -1.69 -0.71 -6.38 0.000
H -4.83 0.00 -0.90 0.000
H -3.16 -0.34 -0.32 0.000
H -3.81 -1.16 -1.80 0.000
H -4.11 3.26 -1.20 0.000
H -2.56 3.61 -1.95 0.000
H -2.67 2.84 -0.38 0.000
H -5.11 1.68 -3.84 0.000
H -4.08 0.21 -4.28 0.000
H -3.46 1.79 -4.62 0.000
H 0.37 1.80 -5.98 0.000
H 1.44 3.20 -5.82 0.000
H -0.29 3.36 -5.57 0.000
H 2.53 0.77 -3.78 0.000
H 2.78 1.60 -2.22 0.000
H 3.16 2.44 -3.80 0.000
H -0.58 4.34 -2.90 0.000
H 1.16 4.50 -2.66 0.000
H 0.22 3.61 -1.48 0.000
H -2.42 -2.71 -2.94 0.000
H -2.05 -3.49 -4.56 0.000
H -3.26 -2.28 -4.39 0.000
H 0.87 -2.65 -4.10 0.000
H 1.45 -1.23 -5.10 0.000
H 0.60 -2.58 -5.79 0.000
H -2.75 -0.54 -6.41 0.000
H -1.53 -1.63 -6.93 0.000
H -1.15 0.13 -6.79 0.000
```

energy above the lowest of the compared OMol25 structures with the same formula, charge and spin: 0.0 kJ/mol
calculated total energy: -6385.70140 Ha
net charge: 0
2S+1: 2

***

Below is a structure of composition C53H52CaCl3GeIN7O at a distorted geometry, with properties calculated with wB97M-V/def2-TZVPD.

Geometry as XYZ:
```
119
Properties=species:S:1:pos:R:3:lowdin_spin:R:1
Ca 0.32 0.29 -1.05 0.001
N 2.38 -3.27 -2.89 0.007
C 2.56 -2.17 -2.26 -0.001
N 1.68 -1.30 -2.50 0.008
C 0.54 -2.21 -3.26 0.014
N 1.11 -3.36 -3.51 0.050
C -0.60 -1.91 -4.08 0.075
C -1.66 -2.84 -4.29 0.010
N -2.68 -2.54 -5.18 0.337
C -2.90 -1.11 -4.86 0.171
C -1.89 -0.17 -4.45 0.051
N -0.65 -0.52 -4.18 0.246
H 2.73 -4.13 -2.38 0.000
H 3.39 -2.12 -1.58 0.000
H -1.32 -3.84 -3.98 -0.001
H -3.69 -0.57 -5.11 0.016
H -1.54 3.13 -3.06 0.000
Cl 4.70 6.19 -0.30 0.000
C 3.27 5.09 -0.26 0.000
C 2.69 5.09 0.92 0.000
C 1.74 3.96 1.38 0.000
I 1.32 3.62 3.25 0.000
C 1.75 2.87 0.54 0.000
O 0.89 1.80 0.72 0.000
C 2.10 3.09 -0.89 0.000
N 1.86 2.24 -1.86 0.000
C 2.49 2.21 -3.02 0.000
C 3.27 3.32 -3.42 0.000
C 3.38 4.35 -2.58 0.000
C 2.92 4.26 -1.24 0.000
H 2.78 5.78 1.69 0.000
H 2.21 1.41 -3.66 0.000
H 3.54 3.40 -4.33 0.000
H 3.58 5.41 -3.14 0.000
C 0.35 -1.18 0.68 0.000
H -0.08 -2.24 0.15 0.000
H -0.59 -0.84 1.07 0.000
Cl -1.40 1.57 4.00 0.000
C -0.66 0.04 3.76 0.000
Cl -1.19 -1.32 4.82 0.000
H 0.62 -0.17 3.84 0.000
H -0.92 -0.31 2.71 0.000
C 5.71 0.40 2.25 0.000
C 5.74 -0.90 2.36 0.000
C 4.71 -1.78 2.01 0.000
C 3.49 -1.36 1.63 0.000
C 3.35 0.19 1.21 0.000
C 4.53 0.89 1.55 0.000
Ge 1.90 -2.25 1.47 0.000
C 1.44 -3.23 3.15 0.000
C 2.23 -3.85 4.02 0.000
C 1.79 -4.58 5.12 0.000
C 0.55 -5.14 5.08 0.000
C -0.30 -4.91 4.06 0.000
C 0.04 -3.83 3.00 0.000
C 2.38 -3.91 0.32 0.000
C 3.69 -4.47 0.12 0.000
C 3.79 -5.87 0.04 0.000
C 2.65 -6.71 -0.14 0.000
C 1.38 -6.08 -0.17 0.000
C 1.25 -4.72 0.21 0.000
H 6.21 1.21 2.40 0.000
H 6.68 -1.12 2.93 0.000
H 5.00 -2.70 2.16 0.000
H 2.44 0.45 0.71 0.000
H 4.59 1.93 1.43 0.000
H 3.15 -3.43 4.03 0.000
H 2.39 -4.81 6.15 0.000
H 0.45 -6.12 5.78 0.000
H -1.51 -4.78 3.95 0.000
H -0.77 -3.49 2.47 0.000
H 4.54 -3.87 0.34 0.000
H 4.86 -6.17 0.17 0.000
H 2.83 -7.78 -0.69 0.000
H 0.40 -6.89 -0.53 0.000
H 0.26 -4.37 0.17 0.000
C -4.64 -0.47 3.14 0.000
C -4.04 -0.63 1.71 0.000
C -4.13 -1.94 1.27 0.000
C -3.54 -2.17 -0.11 0.000
C -3.36 -3.66 -0.69 0.000
C -2.98 -1.23 -0.89 0.005
C -2.94 0.04 -0.38 0.001
C -3.25 0.30 0.92 0.000
N -2.17 1.03 -1.21 0.001
C -2.32 2.51 -0.98 0.000
C -3.73 3.02 -1.44 0.000
C -3.96 4.42 -1.55 0.000
C -3.71 5.15 -0.05 0.000
C -2.25 5.04 0.32 0.000
C -1.30 5.50 -0.63 0.000
C -1.55 4.89 -2.01 0.000
C -3.01 5.15 -2.52 0.000
C -1.44 3.22 -1.92 0.000
C -2.18 3.27 0.37 0.000
H -5.76 -0.12 2.83 0.000
H -4.08 0.33 3.80 0.000
H -4.73 -1.50 3.53 0.000
H -4.86 -2.45 1.76 0.000
H -4.04 -3.76 -1.62 0.000
H -3.39 -4.61 -0.02 0.000
H -2.41 -3.77 -1.26 0.000
H -2.27 -1.64 -1.82 0.003
H -3.65 1.33 1.41 0.000
H -4.28 2.67 -0.56 0.000
H -3.43 2.52 -2.33 0.000
H -4.92 4.45 -1.92 0.000
H -4.62 5.13 0.61 0.000
H -3.48 6.37 0.12 0.000
H -2.10 5.16 1.49 0.000
H -0.33 5.51 -0.62 0.000
H -1.54 6.65 -0.89 0.000
H -0.94 5.28 -2.80 0.000
H -2.88 4.82 -3.59 0.000
H -3.28 6.36 -2.36 0.000
H -0.20 3.22 -1.64 0.000
H -2.42 0.81 -4.22 0.003
H -3.11 3.54 0.87 0.000
H -1.01 3.25 0.89 0.000
```

energy above the lowest of the compared OMol25 structures with the same formula, charge and spin: 2693.2 kJ/mol
calculated total energy: -6941.28875 Ha
net charge: -2
2S+1: 2

***

Below is a structure of composition C53H52Ge2InN4O2, with properties calculated with wB97M-V/def2-TZVPD.

Geometry as XYZ:
```
114
Properties=species:S:1:pos:R:3:mulliken_charge:R:1
In -1.23 -0.73 -0.47 1.015
O -3.90 -1.41 -0.89 -0.088
C -5.04 -0.70 -0.50 0.217
C -6.02 0.05 -1.08 -1.133
C -6.95 0.57 -0.17 -0.785
C -6.88 0.32 1.20 -0.556
C -5.88 -0.50 1.74 -1.228
C -4.97 -0.99 0.85 0.963
C -3.75 -1.88 0.55 -0.308
N -2.48 -1.58 1.07 0.109
C -1.92 -2.63 1.91 -1.053
C -0.72 -3.30 1.26 -0.599
N 0.21 -2.23 0.98 0.608
C 1.36 -2.23 1.50 -1.356
C 2.36 -1.18 1.30 0.910
C 3.70 -1.58 1.34 -0.708
C 4.73 -0.67 1.18 -1.255
C 4.42 0.67 1.01 -0.780
C 3.10 1.08 1.00 -0.625
C 2.05 0.17 1.12 0.615
O 0.74 0.59 1.16 -0.023
H -6.11 0.23 -2.15 0.618
H -7.76 1.19 -0.54 0.422
H -7.63 0.75 1.85 0.442
H -5.85 -0.72 2.80 0.498
H -3.99 -2.95 0.58 0.593
H -2.68 -3.38 2.16 0.540
H -1.58 -2.19 2.86 0.220
H -1.04 -3.75 0.32 0.077
H -0.29 -4.09 1.90 0.694
H 1.70 -3.09 2.10 0.318
H 3.91 -2.62 1.50 0.473
H 5.76 -1.01 1.20 0.460
H 5.20 1.40 0.92 0.502
H 2.88 2.14 0.90 0.233
N -2.21 0.49 -3.00 0.020
C -3.08 1.60 -2.62 -0.406
C -2.55 2.27 -1.37 -0.488
N -2.33 1.30 -0.27 -0.219
H -1.32 0.85 -3.34 -0.085
H -2.61 -0.02 -3.78 0.215
H -4.08 1.22 -2.43 -0.220
H -3.16 2.37 -3.40 0.596
H -3.27 3.03 -1.04 0.429
H -1.61 2.77 -1.57 0.224
H -3.23 0.94 0.05 0.156
H -1.92 1.78 0.52 -0.262
C -1.42 1.65 2.96 -1.527
Ge 0.39 2.01 2.33 1.681
C 0.51 3.57 1.16 0.472
C 0.91 3.42 -0.17 -0.485
C 1.03 4.53 -1.00 -0.783
C 0.73 5.80 -0.52 -0.675
C 0.30 5.96 0.79 -0.848
C 0.20 4.85 1.62 -0.653
C 1.63 1.62 3.77 0.283
C 1.54 0.33 4.22 -0.134
C 2.36 -0.14 5.26 -1.060
C 3.26 0.70 5.85 -0.947
C 3.38 2.05 5.43 0.861
C 4.30 2.93 6.04 -0.916
C 4.41 4.23 5.63 -0.637
C 3.60 4.70 4.57 -0.861
C 2.71 3.87 3.96 -0.396
C 2.56 2.52 4.37 0.677
H -1.36 1.45 4.03 0.471
H -1.82 0.75 2.48 0.450
H -2.10 2.49 2.80 0.437
H 1.13 2.44 -0.57 0.743
H 1.37 4.41 -2.02 0.494
H 0.83 6.66 -1.16 0.434
H 0.06 6.94 1.17 0.431
H -0.13 5.00 2.64 0.445
H 0.82 -0.35 3.77 0.263
H 2.27 -1.17 5.60 0.458
H 3.89 0.35 6.66 0.400
H 4.92 2.55 6.85 0.417
H 5.11 4.89 6.11 0.392
H 3.70 5.73 4.25 0.445
H 2.12 4.24 3.14 0.210
C -2.69 -5.46 -3.60 -0.625
C -1.34 -5.72 -3.41 -0.835
C -0.47 -4.70 -3.06 -0.078
C -0.94 -3.39 -2.89 0.100
C -2.30 -3.14 -3.09 0.518
C -3.17 -4.17 -3.45 -0.925
Ge 0.23 -1.92 -2.36 1.738
C 0.43 -0.66 -3.84 -0.183
C -0.13 -0.93 -5.09 -0.139
C -0.06 0.01 -6.12 -0.738
C 0.57 1.23 -5.91 -0.774
C 1.15 1.50 -4.67 -0.768
C 1.07 0.57 -3.65 0.005
C 2.00 -2.61 -1.89 0.200
C 2.15 -3.79 -1.16 -0.145
C 3.41 -4.32 -0.93 -0.961
C 4.54 -3.68 -1.43 -0.662
C 4.40 -2.51 -2.15 -0.765
C 3.14 -1.98 -2.39 -0.180
H -3.36 -6.26 -3.88 0.404
H -0.96 -6.73 -3.54 0.431
H 0.58 -4.92 -2.93 0.494
H -2.69 -2.15 -2.95 -0.146
H -4.22 -3.96 -3.60 0.444
H -0.62 -1.88 -5.27 0.413
H -0.50 -0.21 -7.08 0.442
H 0.63 1.95 -6.71 0.415
H 1.66 2.44 -4.51 0.449
H 1.51 0.80 -2.68 0.276
H 1.28 -4.30 -0.77 0.412
H 3.51 -5.25 -0.38 0.443
H 5.52 -4.10 -1.26 0.426
H 5.28 -2.01 -2.55 0.446
H 3.05 -1.08 -2.98 0.333
```

energy above the lowest of the compared OMol25 structures with the same formula, charge and spin: 0.0 kJ/mol
calculated total energy: -6764.13784 Ha
net charge: +1
2S+1: 1